DFT (ωB97M-V/def2-TZVPD) results for a cluster of 5 separate species, C42H83BrIN4O10S6 in total in a non-equilibrium geometry.

Output
M ... 1203.35 g mol⁻¹
Charge ... +1
Max |F| ... 3.5 eV/A
E ... -7881.96793 a.u.
HOMO-LUMO gap ... 6.888 eV

Geometry (Å):
C  0.9202  -5.6077  -0.8867
C  1.0696  -4.3593  -1.8263
C  0.7225  -4.6385  -3.3147
C  -0.7894  -4.4146  -3.6362
C  -1.1814  -2.9107  -3.5992
C  -1.0285  -2.1584  -4.9552
C  -2.0411  -0.9677  -4.9750
C  -1.6377  0.2037  -4.0332
N  -2.3774  0.1871  -2.7339
C  -3.7683  0.6380  -2.9452
C  -4.6125  0.7325  -1.6418
C  -5.7740  -0.3145  -1.5828
C  -5.2921  -1.7971  -1.6548
C  -4.0505  -2.1294  -0.7906
C  -4.3741  -2.4256  0.7017
C  -3.0471  -2.6274  1.5331
C  -2.8368  -1.5237  2.6003
C  -1.6578  1.0523  -1.8523
S  -1.0162  2.5013  -2.2402
S  -1.3993  0.4742  -0.1262
C  -0.0597  -0.7802  -0.3786
C  1.1237  -0.0814  -1.0779
C  2.4784  -0.8712  -1.0575
C  3.5121  -0.2426  -0.0686
N  4.6181  -1.1958  -0.0348
C  2.9224  -0.2239  1.3738
O  3.4632  0.7802  2.2395
C  3.0666  2.0292  1.6401
C  3.9608  2.2501  0.3920
I  5.9574  2.6763  1.1702
C  3.3821  3.5154  -0.3547
C  3.0881  4.7035  0.5850
O  2.0735  4.8361  1.1036
Br  4.4190  6.1159  0.9203
N  3.9410  1.1195  -0.6135
N  5.2310  1.0883  -1.2648
H  0.3840  -6.4469  -1.3609
H  0.4095  -5.2694  0.0325
H  1.9313  -5.9572  -0.6098
H  2.1298  -4.0309  -1.7752
H  0.4757  -3.5302  -1.3982
H  1.2778  -3.9046  -3.9389
H  1.0475  -5.6646  -3.5610
H  -1.3531  -4.9077  -2.8130
H  -1.0603  -4.9326  -4.5711
H  -2.1878  -2.7772  -3.1630
H  -0.4821  -2.4221  -2.8887
H  0.0047  -1.7657  -5.0338
H  -1.2142  -2.7827  -5.8461
H  -3.0383  -1.3885  -4.7660
H  -2.0377  -0.5521  -6.0028
H  -1.9243  1.1417  -4.5611
H  -0.5439  0.2494  -3.9021
H  -4.3003  -0.0588  -3.6192
H  -3.7305  1.6300  -3.4514
H  -4.0238  0.6170  -0.7202
H  -5.0352  1.7543  -1.6052
H  -6.4888  -0.0573  -2.3866
H  -6.2550  -0.1785  -0.5934
H  -6.1482  -2.4430  -1.3793
H  -5.0206  -2.0141  -2.7112
H  -3.6328  -3.0807  -1.1919
H  -3.2372  -1.3908  -0.8610
H  -4.9022  -3.3958  0.7487
H  -4.9249  -1.6084  1.1996
H  -2.2086  -2.6990  0.8029
H  -3.0877  -3.6058  2.0371
H  -3.5862  -1.6602  3.3952
H  -2.9211  -0.5311  2.1174
H  -1.8308  -1.5641  3.0650
H  0.1999  -1.2298  0.5917
H  -0.4748  -1.5245  -1.0803
H  1.2983  0.8705  -0.5176
H  0.9067  0.2347  -2.1106
H  2.8928  -0.8308  -2.0879
H  2.3088  -1.9015  -0.7093
H  4.8913  -1.4834  -0.9696
H  5.4035  -0.8368  0.5048
H  1.8220  -0.1389  1.4231
H  3.1824  -1.1990  1.8196
H  3.2487  2.7851  2.4195
H  1.9911  1.9898  1.3663
H  4.0258  3.8428  -1.1930
H  2.3982  3.2463  -0.8030
H  3.2910  1.4034  -1.3604
H  5.1924  0.4113  -2.0359
H  5.3008  1.9882  -1.7550
C  7.3960  -1.6135  4.1216
C  7.2639  -0.2803  3.3766
C  8.6138  0.0135  2.7144
S  9.3756  -1.5816  2.4017
O  10.5582  -1.6915  3.2112
O  9.3953  -1.8280  0.9813
C  8.0817  -2.5652  3.1467
H  6.4272  -1.9979  4.4402
H  8.0149  -1.4786  5.0119
H  6.4890  -0.3674  2.6087
H  6.9699  0.5281  4.0466
H  8.4955  0.5443  1.7710
H  9.2714  0.5762  3.3759
H  8.5148  -3.4391  3.6286
H  7.4002  -2.8730  2.3525
C  -5.9810  -6.6179  4.6851
C  -4.6730  -7.0052  5.3843
C  -3.6889  -5.8458  5.1916
S  -4.6873  -4.3636  5.0247
O  -4.5162  -3.8402  3.6897
O  -4.5165  -3.5377  6.1919
C  -6.2726  -5.1842  5.1149
H  -6.7970  -7.2888  4.9526
H  -5.8476  -6.6633  3.6011
H  -4.8608  -7.1552  6.4501
H  -4.2650  -7.9360  4.9904
H  -3.0226  -5.7336  6.0444
H  -3.1063  -5.9623  4.2783
H  -6.9870  -4.6771  4.4695
H  -6.6080  -5.1440  6.1516
C  -4.1380  5.7439  2.3500
C  -2.7371  5.9024  1.7473
C  -2.0523  4.5328  1.8117
S  -3.3666  3.3126  1.7505
O  -3.3965  2.6031  3.0035
O  -3.3151  2.6212  0.4847
C  -4.7184  4.4806  1.7234
H  -4.7649  6.6126  2.1509
H  -4.0626  5.6228  3.4337
H  -2.8231  6.2222  0.7058
H  -2.1540  6.6580  2.2739
H  -1.3787  4.3761  0.9702
H  -1.5134  4.3973  2.7489
H  -5.5657  4.0755  2.2731
H  -4.9920  4.6481  0.6809
C  2.1553  8.2097  -3.2015
C  2.8829  6.9019  -2.8694
C  1.8148  5.8143  -2.6988
S  0.4251  6.3097  -3.7242
O  -0.6945  6.5974  -2.8668
O  0.3186  5.4124  -4.8443
C  1.1325  7.8549  -4.2764
H  2.8450  8.9799  -3.5452
H  1.6459  8.5852  -2.3104
H  3.5499  6.6372  -3.6941
H  3.4951  6.9976  -1.9715
H  2.1722  4.8394  -3.0290
H  1.4647  5.7535  -1.6674
H  0.3473  8.5997  -4.3870
H  1.6168  7.6736  -5.2364